1.
Here is 13 unconnected molecules or ions with the total composition C32H64O43S10 from the OMol25 dataset. Energies are from wB97M-V/def2-TZVPD.

```
149
Properties=species:S:1:pos:R:3:forces:R:3
C -0.01027 4.53863 4.22864 -1.48 1.40 -0.15
C 1.44923 4.37688 3.87352 0.19 -1.11 -0.28
C 1.52296 2.89416 3.46876 -0.70 0.21 0.26
O 0.31616 2.28334 3.96057 0.39 -1.50 0.90
C -0.79903 3.19167 4.14182 3.22 1.26 -1.54
H -0.37865 5.22036 3.46206 -0.58 0.11 0.18
H -0.11176 5.07334 5.17304 -0.23 -0.26 0.13
H 2.10035 4.59663 4.71961 0.07 0.08 -0.20
H 1.64846 5.00849 3.00780 0.54 0.01 0.29
H 2.38142 2.34522 3.85582 -0.11 0.00 0.42
H 1.61181 2.78308 2.38808 -0.36 0.07 -0.36
H -1.42989 3.04546 5.01859 0.20 -0.69 -0.22
H -1.25544 3.11080 3.15529 -1.12 0.37 0.45
C -2.34032 -4.10661 -1.02036 -0.40 0.69 0.93
C -2.74748 -3.15987 -2.14418 -0.69 0.12 -0.22
C -2.87601 -4.08810 -3.35176 -0.03 0.69 0.63
O -2.73700 -5.35478 -2.80466 0.15 -3.06 -0.57
C -2.98839 -5.40641 -1.41689 0.75 0.36 0.51
H -2.68350 -3.70900 -0.06526 0.22 -0.10 0.21
H -1.27559 -4.33433 -0.96931 0.07 0.42 -0.02
H -2.09010 -2.30830 -2.31957 -0.15 -0.11 0.15
H -3.77629 -2.83972 -1.97940 0.15 0.59 0.51
H -2.08396 -3.84414 -4.05974 -0.05 -0.61 -0.33
H -3.86902 -4.05784 -3.80023 0.06 0.51 -0.40
H -2.48833 -6.22361 -0.89707 0.60 -0.30 -0.75
H -4.00571 -5.59464 -1.07377 -0.72 0.71 -0.67
C 5.44301 -0.52363 0.83481 2.60 0.17 0.64
C 4.04248 -0.08672 1.09308 0.00 0.90 -1.80
C 3.53147 -1.30705 1.75666 -0.17 -0.24 0.80
O 4.67225 -1.81580 2.46218 -0.75 -2.13 1.98
C 5.79122 -1.04541 2.25372 0.17 1.45 -2.39
H 6.20646 0.19836 0.54504 -0.37 0.54 -0.22
H 5.57329 -1.36422 0.15325 -0.46 -0.08 -0.17
H 3.52587 0.13439 0.15910 -0.28 0.13 0.22
H 4.07775 0.80155 1.72382 -0.31 -0.02 0.11
H 3.24029 -2.08061 1.04607 -0.34 0.09 -0.06
H 2.73720 -1.09543 2.47252 -0.14 -0.25 -0.06
H 6.75287 -1.55786 2.22679 -0.31 -0.51 0.49
H 5.82762 -0.16618 2.89695 0.23 -0.05 0.52
C 0.94495 -3.54212 -2.74730 2.45 1.72 0.91
C 2.45532 -3.87024 -2.44695 -2.53 0.68 -1.19
O 2.42731 -5.30456 -2.24613 -0.02 -0.90 0.61
S 1.24876 -6.10179 -3.09904 1.86 1.99 -2.10
O 0.37379 -6.86533 -2.24725 1.26 1.02 -0.91
O 1.87534 -6.70526 -4.31973 -2.16 1.73 3.65
O 0.62777 -4.58691 -3.50747 -2.69 -5.29 -2.46
H 0.82627 -2.69303 -3.42040 0.33 0.29 0.30
H 0.38106 -3.31851 -1.84170 -0.29 -0.67 0.03
H 2.60449 -3.19091 -1.60769 1.30 -1.00 0.33
H 2.96080 -3.67169 -3.39203 0.56 0.07 0.58
C 3.30574 -5.54649 0.69201 0.05 -0.54 1.00
C 3.43884 -5.35744 2.21193 0.29 0.92 -0.70
O 2.08875 -5.08067 2.59585 -2.21 -0.39 0.50
S 1.00757 -4.72706 1.34707 0.35 2.15 1.88
O 0.37739 -3.37450 1.58822 2.44 -4.33 -1.38
O 0.09919 -5.84531 1.12091 2.27 1.85 -0.02
O 2.35648 -4.56881 0.37922 -3.21 1.46 -0.71
H 2.80909 -6.48819 0.45826 0.75 -0.47 -0.12
H 4.20089 -5.32261 0.11176 -0.15 -0.26 0.06
H 3.99934 -4.46231 2.48152 0.13 0.30 -0.45
H 3.94806 -6.14023 2.77409 -0.87 -0.57 -0.09
C 4.57231 1.56397 -3.81255 1.97 1.51 -0.61
C 5.43224 0.90217 -2.74961 1.90 2.52 -1.08
O 4.98360 -0.37008 -2.68989 -2.74 -3.16 0.82
S 3.37523 -0.47884 -3.02424 0.56 0.34 -0.40
O 2.58088 -0.65998 -1.85602 0.50 1.09 0.27
O 3.11558 -1.45323 -4.02783 0.80 0.60 -0.51
O 3.30971 1.04692 -3.62589 -2.09 -2.25 1.07
H 4.87977 1.40390 -4.84596 0.20 -0.15 0.03
H 4.56443 2.63166 -3.59328 -0.31 0.04 -0.26
H 5.41518 1.57411 -1.89152 -0.58 -0.78 0.88
H 6.49096 0.78943 -2.98305 0.00 0.41 -0.46
C 1.96543 -2.66856 5.05565 0.29 -1.24 -0.33
C 1.26130 -2.09569 6.21844 -1.00 0.33 0.76
O -0.12133 -2.41055 5.95420 -1.31 0.29 -1.13
S -0.49512 -2.08973 4.39037 -1.04 -0.40 0.52
O -0.84911 -0.68759 4.17001 1.18 -2.32 0.27
O -1.52679 -3.06520 3.95245 3.27 1.95 1.05
O 1.09810 -2.34630 3.95454 -1.23 0.36 -0.76
H 2.08259 -3.74737 5.15836 -0.64 -0.28 -0.17
H 3.00497 -2.38119 4.89793 -0.31 0.97 -0.41
H 1.33229 -1.00849 6.25108 0.29 0.01 0.35
H 1.42720 -2.61348 7.16315 0.44 0.41 -0.04
C -5.06030 5.14621 1.39284 -1.10 -1.05 1.32
C -4.02043 5.40023 2.45435 0.69 -0.64 0.08
O -2.94324 5.82187 1.68014 2.76 1.74 -1.12
S -2.78245 4.86637 0.39360 0.15 0.44 1.80
O -2.39075 3.59260 0.96997 -0.61 0.93 -1.60
O -1.99428 5.49190 -0.64405 -1.64 -0.98 1.38
O -4.38883 4.96878 0.12127 0.43 -0.37 -0.02
H -5.81733 5.92851 1.44775 0.25 0.16 -1.16
H -5.53081 4.23652 1.76592 -0.35 -0.31 -0.94
H -3.65695 4.48420 2.92005 -0.61 -0.11 0.48
H -4.29311 6.15419 3.19278 0.15 -0.02 -0.22
C 0.24780 0.75790 -5.35384 -1.02 0.00 -2.00
C -1.21544 0.85880 -5.95908 1.12 0.41 -0.14
O -1.33249 2.20020 -6.46863 0.30 1.69 0.29
S -0.23389 3.26640 -5.87210 0.57 0.91 -0.75
O -0.75323 3.86554 -4.63620 0.99 -1.34 -2.12
O 0.30858 4.18830 -6.92083 -1.76 -3.27 3.07
O 0.85955 2.06681 -5.57912 -0.78 0.78 0.77
H 0.75740 0.11473 -6.07130 0.42 -0.07 0.51
H 0.24587 0.32548 -4.35328 0.34 0.81 0.07
H -2.02104 0.61744 -5.26563 0.10 0.15 -0.03
H -1.26634 0.26030 -6.86865 -0.23 -0.24 0.34
C -4.47961 -1.14822 4.81749 0.54 -0.38 -0.63
C -5.94957 -0.75865 4.75999 0.09 -0.94 0.29
O -5.98551 0.63342 4.83400 0.65 2.81 -1.04
S -4.47712 1.30616 4.50672 -0.85 1.14 1.23
O -4.37557 2.63481 5.23991 -0.18 -5.01 -2.40
O -4.14733 1.23951 3.07540 -0.68 0.14 2.95
O -3.83152 0.01741 5.32159 0.85 2.01 -0.24
H -3.98754 -1.37739 3.87227 -0.34 -0.25 -0.11
H -4.36595 -1.98156 5.51084 0.46 0.30 0.03
H -6.36655 -1.15219 5.68701 -0.56 0.22 -0.15
H -6.48983 -1.12808 3.88836 0.12 0.01 0.03
C 0.95311 3.90740 -1.31468 0.25 -0.48 0.58
C 2.11006 3.07728 -1.88220 -1.54 -0.27 -0.08
O 3.32189 3.75459 -1.56822 -0.07 1.42 0.59
S 3.01949 5.27917 -0.91354 0.90 -0.29 0.49
O 3.86306 6.23852 -1.63070 -2.30 -1.91 1.20
O 3.14431 5.22568 0.55782 -0.66 -0.12 -3.29
O 1.43332 5.26962 -1.39761 1.63 0.38 0.65
H 0.72409 3.61728 -0.28927 0.20 0.34 0.27
H 0.01944 3.77896 -1.86229 0.32 0.45 -0.33
H 1.88845 2.97214 -2.94424 0.84 0.33 -0.27
H 2.10926 2.06378 -1.48106 0.20 0.16 0.31
C -1.71750 -0.00558 1.04002 1.71 0.00 1.46
C -0.14404 0.05679 1.17407 -1.05 -0.67 0.93
O 0.23037 0.79938 0.05674 1.30 0.45 -3.35
S -0.58280 0.23757 -1.28196 0.07 0.44 2.16
O -0.16529 -1.11648 -1.59982 -1.03 1.92 0.58
O -0.55396 1.21089 -2.39297 -0.49 -1.66 3.04
O -1.96344 0.29663 -0.29250 0.05 -0.09 -4.29
H -2.16105 0.79127 1.63700 -0.20 -0.22 -0.04
H -2.08105 -1.00052 1.29697 -0.11 0.11 0.00
H 0.28469 -0.94531 1.16398 0.09 -0.05 -0.16
H 0.22489 0.59671 2.04613 -0.35 0.04 0.02
C -4.13633 3.06169 -4.55442 0.31 0.81 3.11
C -3.37312 2.44138 -3.30137 1.22 -0.16 -1.19
O -4.16417 1.38240 -2.75532 -2.16 -0.62 -0.89
S -5.18289 0.75417 -3.92148 -2.52 2.44 0.35
O -6.63786 0.69607 -3.55803 4.75 -0.13 -0.53
O -4.53254 -0.37856 -4.51330 -0.39 0.81 0.35
O -5.09927 2.14806 -4.86221 -1.60 -4.41 -0.81
H -3.53219 3.36693 -5.40879 0.09 -0.18 0.29
H -4.79795 3.82367 -4.14241 0.90 1.16 -0.24
H -3.08918 3.13830 -2.51284 -0.58 0.11 -0.05
H -2.43671 1.95688 -3.57793 0.02 0.28 -0.34
```
Forces are in eV/Å.

## Properties
- Energy: -8474.34045 Eh
- Charge: 0
- LUMO energy: 0.13 eV
- HOMO: -9.2 eV


2.
Here is 2 unconnected molecules or ions with the total composition C5H9NO from the OMol25 dataset. Energies are from wB97M-V/def2-TZVPD.

```
16
Properties=species:S:1:pos:R:3:forces:R:3
C 2.68488 -0.21258 -0.01809 4.84 1.04 -0.27
C -1.61869 -0.80468 0.24933 -2.04 -0.16 1.48
C -1.00616 0.40008 1.00111 1.39 -1.64 0.21
C -1.01343 -0.38837 -1.04751 0.12 -1.74 -3.85
C -0.08232 0.47138 -0.26465 1.65 -0.13 3.39
N 1.68768 -0.80469 0.31255 -4.99 0.20 -0.35
O 0.35821 1.67679 -0.60017 0.55 0.02 -1.90
H 3.72292 -0.83986 0.19456 -1.97 1.77 -0.64
H 2.81947 0.88088 -0.42194 -0.36 -1.61 0.38
H -1.18469 -1.74969 0.48343 0.72 -0.43 0.75
H -2.68512 -0.99977 0.40577 -0.06 0.49 -0.53
H -1.63803 1.28908 0.93505 -0.09 -0.12 0.35
H -0.59245 0.16715 2.04383 -0.45 0.70 -1.59
H -0.57571 -1.37507 -1.52769 -0.42 2.39 0.41
H -1.65136 0.14237 -1.86817 1.10 -0.68 1.66
H 0.77479 2.14698 0.12258 0.00 -0.12 0.50
```
Forces are in eV/Å.

## Properties
- Energy: -325.73654 Eh
- Charge: 0
- LUMO energy (spin up / spin down): 0.61 / 0.61 eV
- HOMO (spin up / spin down): -7.7 / -7.7 eV


3.
Here is a molecular structure, C47H51BiN4O2P2 from the OMol25 dataset. Energies are from wB97M-V/def2-TZVPD.

```
107
Properties=species:S:1:pos:R:3:forces:R:3
Bi 9.49031 11.09496 15.32183 -0.28 -0.11 0.70
O 11.40880 10.28829 16.01585 -0.46 1.03 -0.40
C 11.78915 9.39022 16.86373 1.37 -1.09 -0.74
C 12.90632 8.57936 16.46203 1.20 -0.12 0.29
C 13.40367 7.59696 17.29802 -1.30 0.23 0.26
C 12.72502 7.37471 18.52700 2.26 -3.00 0.00
C 11.65810 8.08518 18.91375 -0.76 0.47 -0.04
C 11.16583 9.11882 18.08314 -0.75 -0.18 0.10
C 9.79524 9.51071 18.34604 0.38 -1.32 0.64
N 9.04884 10.33264 17.72625 0.92 0.36 -0.82
C 7.70519 10.43372 18.18529 -1.92 0.89 0.19
C 6.78738 11.17444 17.13746 0.87 -1.18 1.87
N 7.24776 10.65538 15.89116 -2.00 -1.37 -3.17
C 6.51778 9.79801 15.18263 1.28 -1.11 2.02
C 6.92236 8.96645 14.02025 -3.16 0.93 1.22
C 5.83246 8.26586 13.40642 -0.02 0.68 -0.63
C 6.04856 7.55320 12.22444 -0.51 0.17 0.67
C 7.35591 7.35517 11.75137 0.61 0.93 1.42
C 8.41495 7.97396 12.48368 0.83 -1.86 -1.74
C 8.20764 8.81359 13.57330 0.59 -0.53 -0.49
O 9.23856 9.33401 14.24734 0.75 0.20 -0.18
H 13.45870 8.68794 15.50671 -0.99 0.37 0.40
H 14.17502 6.90866 16.94524 -0.12 0.33 0.28
H 12.99870 6.41737 19.05962 -0.21 1.44 -0.25
H 11.12339 7.77138 19.81065 0.00 0.29 -0.21
H 9.36153 8.81265 19.11192 -0.01 1.03 -0.27
H 7.69689 11.03406 19.10208 -0.14 -0.30 0.06
H 7.23882 9.45665 18.35752 0.28 0.03 0.16
H 7.00134 12.22143 17.21987 -0.02 0.78 -0.25
H 5.74262 10.99020 17.45970 0.40 0.01 -0.78
H 5.60841 9.35358 15.69749 0.53 1.20 -0.80
H 4.76742 8.39627 13.76560 1.51 -0.11 -0.28
H 5.14002 7.18092 11.75460 0.51 -0.29 -0.21
H 7.59297 6.70906 10.89385 -0.21 0.47 0.47
H 9.45470 7.64407 12.17966 -1.22 0.92 0.50
C 9.25337 13.60887 11.42136 0.06 -0.85 0.63
C 8.69760 14.56649 12.46160 0.31 1.61 -0.73
P 9.04767 14.13862 14.19175 1.35 -1.77 -0.87
C 10.81912 14.52790 14.46480 0.00 0.12 0.09
C 11.73744 13.57006 14.02685 -0.79 0.48 -0.45
C 13.06996 13.86735 14.14480 0.96 -0.45 -0.13
C 13.50971 15.10124 14.59242 0.87 0.33 0.91
C 12.62807 16.03796 15.12928 -1.50 -0.48 -0.05
C 11.25753 15.71199 15.10351 -0.44 -0.97 -0.46
C 8.19046 15.18629 15.26549 -1.81 1.31 0.47
C 7.14303 16.03415 14.80262 0.43 -0.81 1.67
C 6.35013 16.62914 15.78922 0.01 0.57 -1.82
C 6.54507 16.45058 17.13828 -0.29 0.80 0.10
C 7.54767 15.68032 17.58513 3.03 -3.15 -0.56
C 8.37370 14.99798 16.63309 -0.82 0.52 0.72
C 8.62620 12.20063 11.43109 1.23 -0.03 -0.43
P 9.34508 10.96984 10.20240 0.62 0.38 0.00
C 9.19240 11.73689 8.52843 0.52 -0.98 -1.41
C 9.94436 11.15386 7.43867 -0.65 0.25 0.35
C 9.79090 11.56945 6.12235 -0.55 1.91 -0.18
C 8.92807 12.68262 5.83424 -0.41 -2.02 2.00
C 8.05914 13.09743 6.87703 -0.58 1.46 -1.26
C 8.20769 12.65639 8.19019 0.56 -0.21 0.88
C 11.11489 11.38302 10.56933 0.71 1.15 -0.95
C 11.79551 10.69076 11.56655 0.03 0.53 0.25
C 13.13832 10.94981 11.84552 0.47 -0.71 0.68
C 13.82229 11.88311 11.08853 -0.43 0.10 -0.15
C 13.18823 12.64003 10.10323 -0.53 -0.50 0.37
C 11.82767 12.42080 9.86743 1.06 -1.57 0.87
H 10.34724 13.57236 11.55977 -0.45 -0.22 -0.20
H 9.07782 14.03107 10.44938 0.04 0.35 -0.49
H 7.63019 14.65980 12.33519 -0.57 -0.19 0.13
H 9.08403 15.57653 12.16969 -0.16 -0.54 0.62
H 11.41759 12.69063 13.44957 0.15 0.11 0.47
H 13.78311 13.08821 13.89976 0.14 0.22 -0.34
H 14.59124 15.29674 14.65095 -0.56 -0.07 -0.16
H 12.93784 16.97264 15.57960 0.21 -0.09 -0.13
H 10.39796 16.22714 15.54541 0.97 0.75 -0.03
H 6.93268 16.09592 13.73969 -0.01 0.40 0.28
H 5.60044 17.32578 15.45471 -0.37 0.00 0.03
H 5.97724 16.96841 17.86373 -0.88 0.51 0.39
H 7.78275 15.37634 18.60782 -0.53 0.75 -0.03
H 9.11746 14.26867 16.98634 -0.17 0.44 -0.09
H 7.56578 12.17302 11.30650 -0.91 0.38 -0.15
H 8.79140 11.68628 12.37894 0.14 -0.06 0.24
H 10.63050 10.33385 7.57915 0.12 -0.13 0.49
H 10.34747 11.15025 5.26633 -0.17 0.03 0.84
H 8.87482 12.98768 4.80887 -0.35 0.48 -0.17
H 7.22077 13.84330 6.68684 1.36 -0.96 0.06
H 7.63300 13.03224 9.05263 -0.19 0.08 -0.94
H 11.26418 10.00901 12.20945 -0.20 -0.52 -0.08
H 13.67456 10.34900 12.64620 -0.73 0.85 -1.09
H 14.85656 12.03281 11.23292 1.07 0.09 0.28
H 13.77067 13.35421 9.50954 -0.40 -0.24 0.27
H 11.45529 12.97392 9.05057 -1.09 0.38 -0.63
N 14.67382 11.18639 17.43879 -0.14 -0.17 1.33
C 15.57352 10.94340 18.60604 -0.46 0.87 1.56
C 14.72959 10.86114 19.91735 0.55 0.33 -0.63
N 13.77760 11.92664 20.16094 0.93 -0.54 -0.13
C 13.02100 12.17794 18.98354 -1.31 0.56 -0.69
C 13.82758 12.36684 17.67391 0.26 2.76 0.84
H 14.08471 10.37217 17.33223 -0.51 -0.78 -0.27
H 15.24786 11.24673 16.63662 0.53 0.31 -1.40
H 16.30695 11.73491 18.68441 0.02 0.40 -0.35
H 16.10025 10.03088 18.46444 0.32 -0.85 -0.26
H 15.39004 10.82181 20.75717 0.62 -0.23 0.40
H 14.25662 9.90326 19.83180 -0.86 -0.59 0.32
H 14.21562 12.76124 20.56734 -0.28 -0.48 -0.38
H 12.38375 13.04209 19.22666 0.28 0.01 -0.73
H 12.29945 11.37041 18.77080 0.27 -0.09 0.39
H 14.54424 13.22428 17.84221 -0.63 -0.80 -0.31
H 13.19297 12.66023 16.81706 0.34 -0.69 0.25
```
Forces are in eV/Å.

## Properties
- Energy: -3087.82271 Eh
- Charge: +2
- LUMO energy: -5.15 eV
- HOMO: -11.7 eV


4.
Here is a single C4H8 molecule from the OMol25 dataset. Energies are from wB97M-V/def2-TZVPD.

```
12
Properties=species:S:1:pos:R:3:forces:R:3
C -0.18019 1.53779 0.01104 -0.66 -0.32 0.03
C 0.00254 0.22736 0.05899 -0.21 -0.82 -0.83
C 1.35681 -0.45957 0.00313 0.17 0.88 -0.16
C -1.18375 -0.71604 0.00629 -0.25 0.02 -0.05
H 0.64284 2.21938 0.00719 0.30 0.43 -0.02
H -1.20578 1.91549 -0.05916 0.47 0.12 0.15
H 1.91297 -0.16681 0.89074 0.25 -0.26 0.12
H 1.24355 -1.54297 -0.03830 0.19 0.15 0.04
H 1.95616 -0.10871 -0.86680 -0.45 -0.31 0.47
H -0.87920 -1.75287 -0.11386 0.05 -0.02 -0.04
H -1.78743 -0.66962 0.90424 -0.03 0.05 0.39
H -1.87851 -0.48343 -0.80351 0.17 0.10 -0.11
```
Forces are in eV/Å.

## Properties
- Energy: -157.17460 Eh
- Charge: 0
- LUMO energy: 1.16 eV
- HOMO: -9.2 eV


Going through the records in order, we get max |F| values of 6.421, 5.008, 4.403, 1.184 eV/Å.